# 1
ORCA calculation (the ωB97M-V functional and the def2-TZVPD basis) on C44H40Cl4N4O7PSSeTi as an isolated structure.

Structure (XYZ):
```
103
Properties=species:S:1:pos:R:3
C -4.698 -2.071 -0.162
C -1.260 -0.486 3.294
C 0.163 -2.547 4.715
C 2.148 -2.116 3.454
C 0.888 -3.353 5.582
Cl 0.652 5.744 3.920
C 0.912 -6.085 1.068
C 2.585 0.443 -4.388
H -5.787 0.789 -0.138
H 1.247 -3.976 1.391
C -1.352 2.429 1.555
Ti -0.491 0.297 -0.089
Cl 2.355 3.337 2.745
H 0.674 -2.276 -4.260
H 0.284 -7.327 2.716
Cl -2.444 5.826 3.390
O 3.457 -4.185 -3.074
H -0.096 -4.386 -2.212
H 4.544 -0.096 -5.145
H -4.293 1.725 -0.458
H 5.463 -0.685 -2.923
H 0.387 -3.829 6.418
N 4.050 -0.393 -0.634
H -4.362 0.902 5.161
C -0.041 -1.107 2.639
C 0.780 -1.915 3.633
H 0.768 -8.138 0.455
C 2.000 -4.602 -0.499
N 1.601 0.359 -0.871
H -1.556 4.734 -3.974
C 0.184 -4.076 -3.223
C -1.488 4.513 2.788
C 2.878 -2.917 4.320
C 3.931 -0.006 -4.257
H -2.488 2.459 -4.301
C -0.453 -1.766 -2.528
C 3.637 -0.175 -1.885
C 1.103 -7.143 0.179
C 0.646 3.435 2.500
H 2.639 -1.638 2.624
C 0.608 -2.608 -3.225
C -0.613 1.849 -1.507
O 0.672 1.469 1.145
Cl -3.816 3.479 1.829
C -3.494 0.524 4.632
O -2.425 -0.651 -0.420
O -1.788 1.383 0.865
H 1.578 -2.471 -2.755
H -2.642 -1.569 2.097
H -4.646 -2.124 0.927
C 2.274 0.264 -2.023
O 3.055 -6.572 -3.646
H -0.901 -2.417 4.873
C -4.704 0.828 0.009
C 1.760 0.574 -3.312
N 1.189 -4.989 -3.812
N 0.271 -1.012 1.413
H -0.883 -6.089 2.241
C 4.451 -0.320 -3.042
C -2.538 -0.869 2.914
P -3.887 -0.572 -0.746
H -3.569 -1.092 -3.026
H -0.703 -4.168 -3.847
H 0.560 -5.628 3.141
C 2.249 -3.545 5.387
C -1.819 2.659 -3.469
C -0.387 4.153 -2.262
C 1.696 -6.937 -1.055
C 2.132 -5.660 -1.388
H 2.202 0.679 -5.374
C 1.383 -4.820 0.724
H -4.150 -2.914 -0.585
H 0.737 0.905 -3.418
C 0.183 -6.298 2.368
H 1.840 -7.748 -1.760
C -3.650 -0.373 3.582
C 0.043 2.444 1.744
O -0.175 -1.346 -1.341
O -1.510 -1.598 -3.144
S 2.615 -5.340 -3.049
H 3.942 -3.053 4.154
H -0.113 0.740 4.627
C -0.056 3.124 -1.388
H -2.090 1.638 5.813
C -1.110 0.420 4.342
H -4.648 -0.685 3.291
H 0.058 5.133 -2.131
H 0.669 3.326 -0.609
C -1.486 1.638 -2.583
H -1.881 0.643 -2.758
H 2.812 -4.181 6.059
Se 2.697 -0.082 0.434
H -5.316 -0.861 -2.649
H -4.238 0.550 -2.837
C -1.284 3.929 -3.301
C -4.301 -0.484 -2.494
C -2.099 3.475 2.064
H 0.801 -5.877 -4.109
C -0.120 4.485 3.019
H -5.740 -2.108 -0.485
C -2.219 0.932 5.001
H 2.369 -3.615 -0.761
H -4.453 0.862 1.067
```

Summary:
E = -8277.86694 Eh
HOMO energy = -4.768 eV
charge = -1
LUMO energy = 1.80 eV
energy relative to the best compared isomer or geometry (same formula, charge and spin) = 81.5 kJ/mol

=====

# 2
ORCA calculation (the ωB97M-V functional and the def2-TZVPD basis) on C44H40N2O3P2S3Sr as an isolated structure.

Structure (XYZ):
```
95
Properties=species:S:1:pos:R:3
H -1.324 2.132 2.689
C 2.713 1.276 -3.244
H -4.328 -2.405 0.234
C -0.669 3.267 -5.348
H 1.919 3.128 -3.975
H 0.270 -2.395 3.041
C -3.251 1.524 3.407
C 2.545 0.549 6.207
H -1.913 5.534 -7.535
H -6.964 1.037 0.538
H 4.779 -2.340 1.061
H 3.736 1.969 5.127
C -1.180 3.585 -8.050
C -1.240 4.439 -5.814
N -0.154 0.699 -4.459
H -0.410 1.610 -8.292
H 1.399 -1.689 -0.417
C 2.258 -1.754 0.251
H 7.216 -2.517 0.846
H -0.058 -1.180 4.918
C 2.916 0.463 -2.138
O -1.899 1.852 -0.301
C 0.791 -0.508 4.948
C -3.142 1.605 -0.081
H -4.202 -1.680 3.916
H -5.456 -0.873 0.472
C 1.473 -0.329 6.141
H -3.638 3.672 -0.134
H 8.554 -0.565 0.136
H -6.781 5.402 -0.001
S 2.094 0.533 -7.677
H 3.025 0.941 -4.225
H -0.502 3.110 -4.291
C -1.956 1.297 2.973
O -6.324 3.459 0.237
C -3.657 0.268 0.098
C -1.481 4.612 -7.168
P 2.886 -0.066 0.656
H 2.599 -2.232 2.338
C -2.269 -1.064 3.227
C 1.158 0.250 -6.347
H -1.907 -2.084 3.172
H 3.083 0.682 7.136
C -5.905 1.171 0.367
O -1.531 -0.724 -0.008
H 4.985 1.776 -0.122
S 0.090 -1.226 -2.619
H 1.810 2.573 0.271
H -3.632 2.536 3.475
P 0.266 -0.115 2.212
C -3.571 -0.839 3.654
H -5.350 4.886 -0.920
C -4.067 0.452 3.743
C -1.447 0.001 2.876
C -5.885 4.788 0.027
C -3.256 -2.284 0.132
C 7.480 -0.480 0.235
H -2.752 -2.775 0.964
C 5.349 -1.474 0.744
C -0.612 2.406 -7.596
H 3.028 -2.322 -0.270
C 5.471 0.830 0.087
H 2.514 1.665 3.021
C 1.174 0.181 3.797
C -0.324 2.258 -6.243
C 0.301 -0.454 -4.110
C 1.845 -2.428 1.568
H -0.291 -2.268 1.353
C -2.772 -0.856 0.070
C 2.558 0.909 -0.867
C 0.474 -1.951 2.064
C 6.847 0.727 -0.029
C 1.995 2.180 -0.727
H 1.798 -3.511 1.428
N 0.262 1.070 -5.722
C -4.059 2.683 -0.012
H 7.428 1.589 -0.331
C -5.047 0.116 0.318
H 1.163 -0.873 7.025
H -1.393 3.695 -9.105
Sr -0.131 0.764 -0.694
H 1.289 3.948 -1.721
H -5.240 5.124 0.843
C 1.735 2.969 -1.842
H 3.378 -0.508 -2.260
C 6.728 -1.575 0.629
C 4.701 -0.277 0.449
S 1.325 -1.185 -5.358
H -2.921 -2.770 -0.786
H -5.085 0.623 4.066
C 2.912 1.269 5.081
C 2.099 2.515 -3.101
C -5.402 2.479 0.189
H -1.503 5.223 -5.115
C 2.226 1.089 3.887
```

Summary:
E = -3943.98233 Eh
HOMO energy = -7.236 eV
LUMO energy = 0.14 eV
energy relative to the best compared isomer or geometry (same formula, charge and spin) = 185.4 kJ/mol

=====

# 3
ORCA calculation (the ωB97M-V functional and the def2-TZVPD basis) on C44H40N8ScSi as an isolated structure.

Structure (XYZ):
```
94
Properties=species:S:1:pos:R:3
H -1.249 -5.699 -3.745
H -2.159 -3.101 3.181
H -3.240 4.762 2.409
H 1.214 4.668 -2.905
C 3.275 4.476 1.748
C -0.838 3.370 4.375
C -0.469 1.452 -3.622
C 5.016 1.500 -2.041
C 0.748 -1.719 1.448
C -2.557 -0.455 6.446
H -5.399 -4.491 -1.536
C 5.084 0.091 -2.037
C 4.368 -0.742 -1.239
C 3.279 -0.264 -0.461
Si -1.549 2.899 2.685
N 0.040 2.636 1.795
C 4.213 1.849 -1.011
H 3.633 2.807 4.663
H -2.590 1.266 1.894
C -0.117 -3.926 -3.702
H 5.855 -0.376 -2.652
H 1.281 2.088 4.289
H 0.018 -1.587 4.626
C -0.812 -1.066 5.027
C 1.809 2.793 3.600
H -1.765 3.683 4.873
C -4.498 -4.066 -1.857
C 2.117 3.826 1.293
C -1.008 0.096 -3.913
C -1.188 -3.055 2.634
C -2.345 -2.659 -2.658
C -2.583 0.337 4.126
H -3.149 -0.602 7.368
N 3.370 1.093 -0.210
H -0.931 -1.694 0.307
H -3.747 3.556 1.705
C -0.636 -1.766 2.108
H -0.653 -0.048 -7.180
N 2.317 -1.083 -0.103
C 1.571 -2.778 1.808
C -0.034 3.069 -2.323
H 2.269 -9.529 -9.348
C 3.157 3.183 3.777
N -3.397 -1.974 -2.100
H 1.666 -4.750 2.612
C -2.833 3.997 1.825
N -1.374 -0.551 -2.916
H 1.638 4.366 0.485
H -0.924 -1.558 7.144
C 0.690 3.790 -3.298
H -1.449 -1.268 -5.695
C 1.239 3.091 2.269
C -4.400 -2.738 -1.635
C 0.680 3.456 -4.638
H 1.225 4.015 -5.426
C 3.885 4.151 3.008
Sc 1.602 1.306 0.809
N 1.291 -0.618 0.721
C -2.420 -4.068 -2.957
H -0.467 2.420 4.843
H 3.715 5.271 1.142
H 4.065 2.924 -0.861
C 0.953 -4.033 2.208
C 0.201 1.670 -6.112
H -2.459 4.432 0.974
H 4.977 4.217 3.083
H -4.088 0.517 5.662
C -2.651 1.318 3.055
H 5.589 2.056 -2.758
N -0.526 1.911 -2.443
C -1.190 -1.943 -3.123
C -1.382 -0.399 3.976
C 0.002 -2.540 -3.506
C 0.054 2.268 -4.873
C -1.356 -1.010 6.334
H 0.786 -4.457 -3.946
H 2.611 -2.582 2.006
H -0.225 3.592 -1.458
C -0.406 -4.138 2.662
H -0.700 -4.565 3.594
H 0.596 2.323 -6.887
H -3.440 2.066 3.272
N -1.084 -0.529 2.633
H 0.881 -1.975 -3.702
C -3.128 0.119 5.384
C -3.559 -4.809 -2.615
C -0.615 0.476 -6.208
H 1.390 -9.159 -9.156
C -1.217 -4.662 -3.383
H 4.496 -1.824 -1.302
H -3.658 -5.879 -2.790
H -0.064 4.124 4.550
C -1.191 -0.317 -5.287
H -5.147 -2.328 -0.816
```

Summary:
E = -3188.43302 Eh
HOMO energy (alpha / beta) = -3.071 / -2.248 eV
charge = -1
LUMO energy (alpha / beta) = 2.17 / 0.12 eV
energy relative to the best compared isomer or geometry (same formula, charge and spin) = 87.4 kJ/mol

=====

# 4
ORCA calculation (the ωB97M-V functional and the def2-TZVPD basis) on C44H41As2Cl5CoO as an isolated structure.

Structure (XYZ):
```
94
Properties=species:S:1:pos:R:3
C 1.404 1.850 2.259
C 2.831 -0.944 5.722
C 4.185 0.692 4.608
H 4.834 0.653 7.929
H 6.956 -2.785 2.009
C 0.408 -0.645 -2.254
C -0.793 -0.029 5.906
C -2.356 3.097 -2.477
C -4.992 1.827 -1.976
C 2.400 0.786 1.851
C 3.359 -2.345 0.718
H 4.510 1.204 3.710
H -0.425 -3.153 -1.384
H -1.312 3.392 -2.499
C -2.111 -0.454 5.960
H -5.403 -0.725 0.895
H -3.078 -3.350 2.051
H -2.995 6.524 1.472
C -2.202 3.514 2.807
H -2.663 2.787 -3.479
C 5.027 -1.942 2.395
C -5.282 -0.017 0.086
H 0.757 0.837 4.730
C 1.705 -0.493 -2.726
C -1.132 -1.809 0.997
H -3.478 5.112 3.439
H -3.173 0.210 0.388
C 2.065 -0.824 -4.030
C -0.228 -1.424 -4.502
C -0.508 -1.097 -3.185
Cl 1.525 -1.697 -6.530
H -0.123 -2.000 1.366
H 3.116 -1.119 7.841
C -4.034 0.500 -0.204
H 1.547 2.764 1.674
H -2.506 -0.874 6.874
C -6.385 0.382 -0.662
Co -0.654 -0.332 -0.548
C -2.537 1.950 -1.544
Cl 3.689 -0.648 -4.553
C -0.822 -3.755 -0.565
C 3.727 -1.774 1.934
H -1.416 5.727 -0.258
H 3.414 1.198 1.853
C -2.338 -3.872 1.447
C -6.242 1.301 -1.690
H -3.954 -0.655 4.879
H 2.070 -1.716 5.692
H -2.987 3.936 -2.188
C 1.098 -1.295 -4.922
H -2.415 2.912 3.682
C 4.764 1.036 5.821
H -7.360 -0.027 -0.436
C 4.278 -3.052 -0.040
C 3.414 -0.607 6.936
H -0.361 3.517 -0.041
C 4.379 0.386 6.985
C 3.210 -0.299 4.546
H -4.889 2.541 -2.779
C -1.329 3.057 1.829
H -3.053 0.302 2.804
H 0.026 -4.104 0.028
H -7.104 1.607 -2.266
H 1.507 2.134 3.308
As -0.456 1.333 1.921
C 5.576 -3.210 0.423
H 2.215 0.474 0.821
H 6.298 -3.764 -0.162
H -0.157 -0.115 6.777
C -2.802 4.760 2.672
C 5.946 -2.659 1.641
H 5.330 -1.519 3.346
C -2.404 0.199 3.670
O -1.543 1.448 -1.012
C -2.922 -0.335 4.840
H -1.532 -4.197 2.106
H 2.343 -2.231 0.344
C -1.647 5.104 0.595
H -2.649 -2.648 -0.281
H -2.804 -4.760 1.019
As 2.314 -0.867 2.913
C -2.530 5.553 1.569
C -3.880 1.422 -1.241
H -1.717 -1.285 1.748
Cl -2.173 -1.245 -2.601
C -1.054 3.858 0.721
C -1.792 -2.979 0.314
Cl 2.913 0.180 -1.685
H 5.521 1.808 5.858
C -1.077 0.627 3.609
H 3.981 -3.480 -0.989
Cl -1.452 -1.965 -5.571
C -0.275 0.511 4.737
H -1.304 -4.628 -1.002
```

Summary:
E = -9931.48042 Eh
HOMO energy (alpha / beta) = -10.597 / -10.602 eV
charge = +1
LUMO energy (alpha / beta) = -3.22 / -4.71 eV
<S²> = 6.01
spin multiplicity = 5
energy relative to the best compared isomer or geometry (same formula, charge and spin) = 88.4 kJ/mol

=====

# 5
ORCA calculation (the ωB97M-V functional and the def2-TZVPD basis) on C44H41F3N4OPtSb2 as an isolated structure.

Structure (XYZ):
```
96
Properties=species:S:1:pos:R:3
C -3.397 -1.275 -1.576
C 4.100 1.567 1.846
C 4.345 0.460 1.039
H -6.367 2.050 -5.709
H 0.410 1.628 5.140
C -8.230 1.324 -6.442
H 3.165 2.108 1.768
N -4.749 1.071 -3.978
C -2.590 1.266 -2.730
C 4.266 2.009 -3.917
H -2.243 1.054 3.443
H 3.028 2.387 -2.231
H -0.345 2.207 2.729
F 7.159 1.735 3.715
C -11.264 -0.538 -7.168
H 5.808 -1.039 0.495
H 1.875 -2.368 3.181
H 0.888 3.228 4.603
H -2.717 -0.108 2.202
O -10.252 0.464 -7.184
C 1.026 2.163 4.416
H -5.941 -1.717 -3.008
H 4.180 3.002 -4.331
C -4.176 -0.594 -2.552
C -7.847 -0.843 -4.760
H 5.806 -0.931 -4.634
H 2.068 1.925 4.622
C 2.104 -1.334 3.454
C 2.987 -5.013 -0.370
C -5.681 0.138 -3.996
C -3.687 -2.513 -0.977
H -8.405 2.156 -7.108
N -1.398 -1.147 -0.216
H -7.728 -1.702 -4.111
H 4.115 -2.461 1.494
C -0.953 3.013 -2.788
H 1.309 -1.440 5.489
H 0.785 2.635 -1.548
C 6.531 0.228 2.041
H -9.710 -1.594 -5.477
H 7.488 -0.266 2.134
C 5.575 -0.194 1.132
C 5.191 -0.228 -4.090
C -6.892 0.170 -4.807
C 6.243 1.322 2.839
H -11.703 -0.629 -6.173
N -5.376 -0.897 -3.146
H -1.356 -1.909 3.347
H -12.021 -0.202 -7.870
H 3.004 -1.853 5.338
H 4.880 2.873 3.384
H -3.022 -3.995 0.417
H -4.577 -3.062 -1.255
H 2.513 -0.173 5.256
C 2.389 -4.336 -1.418
C 2.418 -2.951 -1.407
C 5.046 2.010 2.756
C 5.035 1.059 -4.567
H -1.003 -2.694 1.074
C -1.775 0.604 -1.809
H 3.029 -1.063 2.946
Sb 2.944 -0.159 -0.386
C -2.416 -0.004 3.247
C -2.209 -0.630 -1.183
C -2.147 2.503 -3.231
H -2.764 3.033 -3.944
C -8.992 -0.792 -5.538
F 5.650 1.404 -5.699
C 3.765 0.355 -2.236
H -10.863 -1.499 -7.496
H 1.963 -2.418 -2.236
C 0.652 1.836 2.975
H 4.071 -4.936 1.467
H 1.335 2.290 2.260
H -3.260 -0.307 3.864
C 3.630 -2.973 0.673
N -0.561 1.098 -1.425
C 3.610 -4.359 0.678
C 3.040 -2.258 -0.367
H 4.662 -1.589 -2.539
C -1.685 -2.327 0.322
C 4.546 -0.580 -2.915
C -9.186 0.301 -6.385
F 2.965 -6.348 -0.371
Sb 0.547 -0.236 2.514
C -2.826 -3.041 -0.049
C -3.819 0.628 -3.095
C -7.101 1.258 -5.663
H -0.590 3.968 -3.140
C 2.230 -1.181 4.965
C -1.192 -0.853 3.562
H 1.928 -4.892 -2.222
C 3.628 1.644 -2.745
H -0.901 -0.780 4.612
C -0.176 2.275 -1.888
Pt 0.414 -0.191 -0.036
```

Summary:
E = -2894.49847 Eh
HOMO energy = -11.798 eV
charge = +2
LUMO energy = -6.19 eV
energy relative to the best compared isomer or geometry (same formula, charge and spin) = 42.7 kJ/mol